Below is a 3-piece molecular cluster, C2H10NO3 overall, with properties calculated with ωB97M-V/def2-TZVPD.

HOMO energy   -4.0 eV
LUMO energy   4.19 eV
Energy relative to the best compared isomer or geometry (same formula, charge and spin)   1.5 kcal per mole
E   -362.704966 hartree
Orbital gap   8.21 eV
Net charge   -1

Last column: natural (NBO) charge in e.
Atoms and positions in Å:
1 C 0.453 -1.414 -1.254  -0.42
2 N 1.363 -0.612 -0.453  -0.67
3 C 0.850 -0.289 0.885  0.12
4 O -0.232 0.531 0.939  -0.95
5 H -0.518 -0.959 -1.442  0.20
6 H 0.909 -1.682 -2.226  0.16
7 H 0.277 -2.352 -0.759  0.17
8 H 1.577 0.241 -0.950  0.34
9 H 0.635 -1.280 1.323  0.09
10 H 1.703 0.176 1.405  0.12
11 H -2.867 -0.838 0.345  0.44
12 H -1.613 0.110 0.298  0.51
13 O -2.526 -0.085 -0.144  -1.03
14 H 0.024 2.100 1.028  0.51
15 H -0.234 3.255 0.082  0.44
16 O 0.198 3.099 0.923  -1.03

Atomic forces in eV per Å
0.28 0.26 -0.64
0.32 -0.46 -0.29
-0.18 0.38 -0.22
-0.38 -0.06 -0.07
-0.17 0.14 -0.01
-0.05 0.24 0.30
-0.13 -0.56 0.45
-0.08 0.25 0.07
0.15 -0.09 0.24
0.12 -0.20 0.18
0.00 0.01 0.03
-0.27 0.07 -0.15
0.30 0.00 0.17
0.19 0.04 -0.02
-0.04 0.15 -0.11
-0.07 -0.19 0.08

***

Below is a 3-piece molecular cluster, C2H10NO3 overall, with properties calculated with ωB97M-V/def2-TZVPD.

HOMO energy   -2.9 eV
LUMO energy   4.04 eV
Energy relative to the best compared isomer or geometry (same formula, charge and spin)   33.4 kcal per mole
E   -362.654186 hartree
Orbital gap   6.94 eV
Net charge   -1

Last column: natural (NBO) charge in e.
Atoms and positions in Å:
1 C -0.104 1.798 -1.608  -0.43
2 N 0.157 0.383 -1.562  -0.73
3 C 1.287 -0.009 -0.592  0.11
4 O 0.981 0.329 0.685  -1.00
5 H -1.202 1.978 -1.585  0.17
6 H 0.259 2.265 -2.573  0.15
7 H 0.363 2.151 -0.665  0.22
8 H -0.536 -0.358 -1.548  0.34
9 H 2.168 0.599 -0.794  0.11
10 H 1.315 -1.085 -0.725  0.10
11 H 0.463 -0.732 2.097  0.53
12 H 0.147 -1.704 3.242  0.44
13 O 0.370 -1.704 2.303  -0.99
14 H -1.541 -1.702 1.671  0.49
15 H -1.852 -0.987 0.405  0.47
16 O -2.275 -1.222 1.249  -0.98

Atomic forces in eV per Å
-0.96 -0.60 -0.02
2.11 -1.20 -0.58
-2.51 1.41 1.45
-0.23 -0.03 0.60
0.56 0.21 0.18
0.00 -0.20 1.05
-0.32 0.64 -0.66
-0.31 0.98 0.06
0.65 -0.43 -1.30
0.82 -0.65 -0.41
0.45 -0.39 -1.30
0.07 -0.21 -0.02
-0.40 0.32 0.93
0.08 0.29 0.08
-0.16 0.25 0.43
0.14 -0.38 -0.51

***

Below is a 3-piece molecular cluster, C2H10NO3 overall, with properties calculated with ωB97M-V/def2-TZVPD.

HOMO energy   -14.5 eV
LUMO energy   -3.46 eV
Energy relative to the best compared isomer or geometry (same formula, charge and spin)   39.8 kcal per mole
E   -362.381350 hartree
Orbital gap   11.08 eV
Net charge   +1

Last column: natural (NBO) charge in e.
Atoms and positions in Å:
1 O 1.001 -0.929 2.649  -0.48
2 C -0.153 -1.034 2.380  0.44
3 C -0.484 -0.857 0.836  -0.30
4 N 0.724 -0.130 0.138  -0.72
5 H -1.088 -1.101 2.979  0.16
6 H -0.529 -1.859 0.316  0.24
7 H -1.340 -0.343 0.762  0.23
8 H 1.204 -0.886 -0.521  0.47
9 H 0.256 0.645 -0.321  0.47
10 H 1.552 0.223 0.659  0.46
11 H 1.043 -1.015 -3.426  0.49
12 H 0.789 0.575 -3.391  0.50
13 O 1.228 -0.225 -2.949  -0.98
14 H -0.774 2.719 -0.317  0.49
15 H -2.226 2.247 0.179  0.52
16 O -1.203 1.970 0.028  -1.00

Atomic forces in eV per Å
0.02 -0.26 1.45
-0.36 0.83 -2.90
4.64 -3.07 1.08
0.45 -2.89 -0.83
0.84 -0.35 0.52
-0.28 1.08 0.74
-2.91 2.18 -0.91
-1.56 2.55 0.96
0.24 0.17 -0.83
-1.16 -0.33 0.69
-0.41 -0.65 -1.02
0.93 -2.16 0.61
-0.55 2.74 0.52
0.58 1.88 -0.67
3.80 -0.86 -0.65
-4.25 -0.87 1.24

***

Below is a 2-piece molecular cluster, C2H10NOS overall, with properties calculated with ωB97M-V/def2-TZVPD.

HOMO energy   -13.2 eV
LUMO energy   -3.58 eV
Energy relative to the best compared isomer or geometry (same formula, charge and spin)   40.5 kcal per mole
E   -610.072876 hartree
Orbital gap   9.57 eV
Net charge   +1

Last column: natural (NBO) charge in e.
Atoms and positions in Å:
1 C -1.119 0.162 0.916  -0.26
2 C -1.245 -1.112 0.202  -0.64
3 S 0.006 -1.774 -0.896  0.02
4 N -0.593 1.059 -0.126  -0.73
5 H -0.563 0.043 1.944  0.26
6 H -2.073 0.448 1.243  0.25
7 H -2.302 -1.360 -0.179  0.28
8 H -1.383 -1.924 1.022  0.26
9 H 1.123 -1.228 -0.387  0.14
10 H 0.431 0.917 -0.416  0.48
11 H -0.539 2.153 0.122  0.47
12 H -0.990 0.866 -1.072  0.46
13 H 3.029 0.590 -1.679  0.52
14 H 3.459 0.539 -0.049  0.50
15 O 2.759 0.621 -0.645  -1.00

Atomic forces in eV per Å
1.62 -0.68 1.40
-2.72 -5.26 2.29
0.11 0.23 -0.89
2.93 4.46 -0.62
-0.04 0.77 -2.50
-1.42 0.95 0.03
1.62 1.15 -0.56
0.68 1.30 -0.83
-0.11 -0.01 0.32
-0.93 -0.46 1.15
-0.82 -2.93 -0.75
-0.58 0.45 0.93
-0.28 0.04 4.16
2.22 -0.21 0.82
-2.27 0.20 -4.96

***

Below is a 2-piece molecular cluster, C2H10NOS overall, with properties calculated with ωB97M-V/def2-TZVPD.

HOMO energy   -12.8 eV
LUMO energy   -3.51 eV
Energy relative to the best compared isomer or geometry (same formula, charge and spin)   7.3 kcal per mole
E   -610.125738 hartree
Orbital gap   9.29 eV
Net charge   +1

Last column: natural (NBO) charge in e.
Atoms and positions in Å:
1 C 0.682 -0.025 -0.408  -0.26
2 C -0.572 -0.768 0.129  -0.56
3 S -0.303 -2.549 0.092  0.04
4 N 0.369 1.344 -0.895  -0.68
5 H 0.907 -0.650 -1.272  0.24
6 H 1.507 -0.106 0.290  0.24
7 H -1.475 -0.411 -0.369  0.23
8 H -0.814 -0.537 1.172  0.24
9 H 0.943 -2.523 0.607  0.13
10 H 1.243 1.780 -1.195  0.44
11 H 0.088 1.974 -0.120  0.47
12 H -0.340 1.372 -1.613  0.44
13 H -0.800 4.093 0.735  0.50
14 H 0.390 3.887 1.584  0.50
15 O -0.074 3.470 0.864  -0.97

Atomic forces in eV per Å
-1.68 -2.16 -0.57
0.35 1.12 1.35
-0.14 -0.35 -0.48
1.23 0.54 1.46
0.55 0.43 -0.24
0.10 0.73 0.05
0.03 -0.70 -0.60
0.43 0.35 -0.03
-0.25 0.12 0.03
-0.18 0.04 -0.60
-0.30 0.08 0.10
-0.12 -0.13 -0.43
-0.16 -0.21 -0.26
0.64 -0.06 0.55
-0.53 0.20 -0.31

***

Below is a 2-piece molecular cluster, C2H10NOSi overall, with properties calculated with ωB97M-V/def2-TZVPD.

HOMO energy   -15.5 eV
LUMO energy   -3.57 eV
Energy relative to the best compared isomer or geometry (same formula, charge and spin)   51.5 kcal per mole
E   -501.373882 hartree
Orbital gap   11.89 eV
Net charge   +1

Last column: natural (NBO) charge in e.
Atoms and positions in Å:
1 C 1.212 -1.518 -0.324  -0.45
2 C -0.808 0.053 0.585  0.26
3 N 0.105 -0.833 -0.944  -0.66
4 O -0.849 1.309 0.470  -0.76
5 Si 0.232 2.657 0.676  1.16
6 H 1.832 -2.206 -0.950  0.25
7 H 1.890 -0.764 0.157  0.22
8 H 0.809 -2.016 0.614  0.22
9 H -1.851 -0.379 0.524  0.21
10 H -0.139 -0.335 1.412  0.18
11 H 0.327 -0.290 -1.790  0.42
12 H -0.676 -1.417 -1.105  0.40
13 H 1.178 2.491 1.787  -0.18
14 H 1.147 2.448 -0.435  -0.16
15 H -0.890 3.439 1.041  -0.12

Atomic forces in eV per Å
1.41 -0.40 2.27
-0.10 -1.50 0.78
-0.53 1.49 1.11
0.29 1.30 -0.49
0.51 -1.67 0.64
-0.87 0.53 0.38
-0.35 -0.46 -0.86
0.50 -0.08 -1.48
1.36 -0.17 -0.30
-0.57 -0.02 -1.21
-0.18 -0.12 0.65
-0.66 -1.00 -0.78
-0.21 -0.14 0.36
-0.26 0.68 -0.78
-0.32 1.55 -0.29

***

Below is C2H10NS as an isolated structure, with properties calculated with ωB97M-V/def2-TZVPD.

HOMO energy   -14.0 eV
LUMO energy   -3.54 eV
Energy relative to the best compared isomer or geometry (same formula, charge and spin)   10.9 kcal per mole
E   -534.871333 hartree
Orbital gap   10.49 eV
Net charge   +1

Last column: natural (NBO) charge in e.
Atoms and positions in Å:
1 C -1.377 0.010 1.118  -0.75
2 S 0.129 -0.751 0.369  0.31
3 C -0.572 -0.788 -1.361  -0.73
4 H -2.274 -0.522 0.678  0.26
5 H -1.468 1.093 0.804  0.22
6 H -1.359 0.041 2.249  0.27
7 H 0.232 -0.760 -2.102  0.24
8 H -1.189 -1.700 -1.556  0.26
9 H -1.200 0.101 -1.495  0.23
10 N 1.541 1.696 -0.266  -0.94
11 H 2.089 1.296 -1.033  0.43
12 H 0.840 0.777 0.056  0.34
13 H 2.127 2.005 0.522  0.44
14 H 1.038 2.472 -0.714  0.43

Atomic forces in eV per Å
-0.83 0.82 0.15
-1.70 -0.18 -0.54
-0.21 -0.46 0.06
1.04 0.46 0.94
0.23 -1.13 0.14
0.05 -0.56 -1.40
0.01 -0.10 0.26
0.61 0.74 0.47
0.15 -0.20 0.08
-0.41 0.05 -0.66
0.40 0.11 0.48
0.74 0.53 -0.01
-0.20 -0.04 -0.58
0.13 -0.05 0.63

***

Below is a 2-piece molecular cluster, C2H10NS overall, with properties calculated with ωB97M-V/def2-TZVPD.

HOMO energy   -13.5 eV
LUMO energy   -3.92 eV
Energy relative to the best compared isomer or geometry (same formula, charge and spin)   6.3 kcal per mole
E   -534.878736 hartree
Orbital gap   9.62 eV
Net charge   +1

Last column: natural (NBO) charge in e.
Atoms and positions in Å:
1 N -1.656 -0.069 -1.721  -0.89
2 H -1.399 -0.983 -1.350  0.45
3 H -1.062 0.598 -1.174  0.47
4 H -2.638 0.140 -1.537  0.45
5 H -1.475 -0.056 -2.727  0.46
6 C -0.712 -0.167 1.695  -0.61
7 C 0.729 -0.403 1.278  -0.50
8 S 1.119 0.274 -0.384  -0.11
9 H -0.948 -0.575 2.664  0.25
10 H -0.938 0.904 1.686  0.22
11 H -1.441 -0.604 0.989  0.16
12 H 0.998 -1.451 1.300  0.23
13 H 1.371 0.141 1.965  0.24
14 H 1.864 1.292 0.056  0.18

Atomic forces in eV per Å
-0.16 0.27 0.41
-0.23 -0.21 -0.07
0.22 -0.11 -0.55
-0.08 -0.20 -0.07
0.15 0.24 0.11
-0.55 0.37 -0.97
-0.16 0.35 0.20
0.14 -0.17 0.32
0.07 -0.13 0.38
0.12 -0.07 0.24
0.27 -0.17 0.21
0.08 -0.12 -0.06
0.18 -0.20 0.05
-0.06 0.16 -0.21